[1]
Below is a molecular structure, C5H13N2O in a non-equilibrium geometry, with properties calculated with ωB97M-V/def2-TZVPD.

Properties
LUMO level, eV: -2.69
Charge: +1
HOMO-LUMO gap, Eh: 0.4153

Geometry (Å):
C (-0.62582, 0.37779, 0.12386)
C (-2.13845, -1.01861, 1.38052)
C (-0.62094, 1.68454, -2.12355)
C (2.74196, -0.87459, -0.18628)
C (0.93186, -0.28497, 1.26161)
N (-1.83501, 0.04418, 0.37094)
N (-0.10230, 1.08565, -0.82424)
O (2.12462, 0.05648, 0.68246)
H (-1.25382, -1.19824, 1.89047)
H (-2.91190, -0.85570, 2.16413)
H (-2.32624, -1.98965, 0.84222)
H (-0.18138, 2.71078, -2.32389)
H (-1.77438, 1.84186, -2.01148)
H (-0.45338, 0.97879, -2.93245)
H (3.82023, -1.12462, 0.13806)
H (2.85307, -0.30158, -1.06491)
H (2.12524, -1.77965, -0.29086)
H (0.73316, 0.42644, 2.12163)
H (0.62452, -1.29847, 1.54996)
H (-2.64111, 0.23587, -0.12840)
H (0.91007, 1.28369, -0.63977)

[2]
Below is a single C4H7NO molecule, with properties calculated with ωB97M-V/def2-TZVPD.

Properties
LUMO level, eV: 0.99
Charge: 0
HOMO-LUMO gap, Eh: 0.3182

Geometry (Å):
C (-2.14470, 0.64025, -0.89129)
C (-0.88950, -0.07141, -1.23487)
N (-0.17422, -0.75332, -0.52295)
C (0.86185, -1.16053, 0.11117)
C (1.87790, -0.10209, 0.41860)
O (1.25657, 0.97827, 1.09425)
H (-2.39107, 0.70807, 0.17655)
H (-2.93783, 0.09756, -1.41534)
H (-2.10368, 1.64235, -1.32551)
H (0.80607, 0.53763, 1.82593)
H (0.97530, -2.20727, 0.35617)
H (2.30296, 0.30299, -0.51107)
H (2.69481, -0.52026, 1.01806)

[3]
Below is a molecular structure, C6H10N7 in a non-equilibrium geometry, with properties calculated with ωB97M-V/def2-TZVPD.

Properties
LUMO level (alpha / beta), eV: -3.88 / -4.98
Charge: +1
HOMO-LUMO gap (alpha / beta), Eh: 0.2904 / 0.2736

Geometry (Å):
C (-1.13480, -1.55811, 2.66754)
C (1.68929, 2.43671, 1.27092)
C (-0.82855, -2.27007, 0.79992)
C (2.20170, 1.46905, -0.50409)
C (-1.46761, 0.78152, -1.43829)
C (0.61173, -0.45072, -0.18684)
N (-1.54426, -2.49839, 1.91275)
N (2.49963, 2.49624, 0.19783)
N (-0.19370, -0.74399, 2.10301)
N (0.94587, 1.36975, 1.32997)
N (-0.07667, -1.14222, 0.85730)
N (1.26069, 0.71742, 0.16415)
N (1.32711, -1.22064, -1.07690)
H (-1.24818, -1.51893, 3.72479)
H (1.76025, 3.13038, 2.10661)
H (-1.21434, -2.74052, -0.08302)
H (2.56352, 1.21036, -1.48191)
H (-1.37743, 1.68515, -1.02063)
H (-1.91188, 0.04072, -0.89723)
H (-1.28200, 0.60550, -2.56319)
H (2.22103, -0.92403, -1.39893)
H (1.06197, -2.00648, -1.53771)
H (0.21099, 0.22342, 2.14529)

[4]
Below is a single C2H3NO2 molecule in a non-equilibrium geometry, with properties calculated with ωB97M-V/def2-TZVPD.

Properties
SMILES: O=CCN=O
LUMO level (alpha / beta), eV: -0.52 / -0.53
Charge: 0
HOMO-LUMO gap (alpha / beta), Eh: 0.3314 / 0.3314

Geometry (Å):
C (0.13287, -0.46907, -0.44942)
C (-0.94519, 0.42783, 0.19271)
N (1.39928, 0.25423, -0.27882)
O (1.94953, 0.06612, 0.76363)
O (-1.44490, 1.43080, -0.21183)
H (0.22233, -1.20621, 0.25520)
H (-0.11386, -0.58284, -1.59480)
H (-1.20007, 0.07914, 1.32333)